1.
{"formula": "C12H13Cl2N2O3PtS4Sb", "method": "ωB97M-V/def2-TZVPD", "species": ["Pt", "S", "Sb", "S", "S", "C", "S", "O", "C", "C", "C", "C", "C", "C", "H", "H", "H", "H", "H", "H", "H", "H", "N", "C", "C", "N", "C", "H", "H", "H", "H", "Cl", "C", "Cl", "C", "O", "O", "H"], "positions_angstrom": [[1.7566, 0.0419, 1.2692], [2.9481, 2.8671, 4.6597], [3.6005, 0.7219, 4.1759], [1.4879, -0.3757, 3.5299], [3.8445, 0.7476, 1.6973], [-1.0365, -1.8924, 2.0655], [0.2222, -1.8392, 0.8094], [0.9267, -3.1462, 0.8302], [-0.7769, -1.7555, -0.6743], [-0.1718, -2.2704, -1.8112], [-0.8111, -2.1493, -3.0356], [-2.0483, -1.5262, -3.1166], [-2.6510, -1.0257, -1.9702], [-2.0155, -1.1336, -0.7422], [-1.6966, -2.7354, 1.8663], [-1.5597, -0.9362, 2.0911], [-0.4904, -2.0084, 3.0018], [0.7989, -2.7438, -1.7311], [-0.3339, -2.5344, -3.9279], [-2.5444, -1.4285, -4.0742], [-3.6173, -0.5404, -2.0306], [-2.4779, -0.7124, 0.1401], [-0.8313, 3.2477, 2.4312], [-1.6154, 2.9967, 1.3224], [-1.0275, 1.9517, 0.6882], [0.0895, 1.5583, 1.4033], [0.1812, 2.3637, 2.4424], [-0.9563, 3.9739, 3.1123], [-2.4835, 3.5829, 1.0775], [-1.2658, 1.5002, -0.2586], [0.9633, 2.3706, 3.1943], [3.1141, -1.1083, -3.4175], [2.0906, 0.3288, -3.1892], [3.0067, 1.8105, -3.5830], [1.4912, 0.4817, -1.7716], [0.4006, 1.0358, -1.7377], [2.2085, 0.0175, -0.8334], [1.2797, 0.2634, -3.9031]], "forces_ev_per_angstrom": [[0.0, -0.5, -0.3], [0.0, 0.0, 0.0], [0.0, 0.1, 0.1], [0.1, 0.1, -0.1], [-0.2, 0.0, 0.0], [-0.1, 0.1, 0.0], [0.3, -0.4, 0.5], [-0.4, 0.6, -0.3], [0.2, 0.0, 0.0], [0.0, 0.0, -0.1], [0.0, 0.0, 0.0], [0.0, 0.0, 0.0], [0.0, 0.0, 0.0], [0.0, 0.1, 0.0], [0.0, 0.0, 0.0], [0.0, 0.0, 0.0], [0.0, -0.1, -0.1], [0.0, 0.0, 0.0], [0.0, 0.0, 0.0], [0.0, 0.0, 0.0], [0.0, 0.0, 0.0], [0.0, 0.0, 0.0], [-0.1, 0.0, -0.1], [0.0, 0.1, 0.1], [0.2, -0.1, -0.1], [-0.2, 0.2, 0.0], [0.0, 0.0, 0.0], [0.0, 0.0, 0.0], [0.0, 0.0, 0.0], [0.0, 0.0, 0.0], [0.0, 0.0, 0.0], [-0.1, 0.1, 0.1], [0.1, 0.0, -0.1], [0.0, -0.1, 0.0], [0.1, -0.1, 0.1], [-0.1, 0.0, 0.1], [0.0, 0.2, -0.1], [0.0, 0.0, 0.0]], "e_tot_ev": -99951.618, "s_squared": 0.758, "spin_multiplicity": 2, "fmax_ev_per_a": 0.8, "homo_energy_ev": [-4.20, -4.16], "relative_energy_kj_mol": 7.03, "total_charge": -1}

***

2.
{"formula": "C14H22N2O2", "method": "ωB97M-V/def2-TZVPD", "species": ["C", "N", "C", "H", "C", "N", "C", "C", "C", "O", "O", "C", "C", "C", "C", "C", "C", "H", "H", "H", "H", "H", "H", "H", "H", "H", "H", "H", "C", "H", "C", "H", "H", "H", "H", "H", "H", "H", "H", "H"], "positions_angstrom": [[-4.0281, -0.1823, -1.4715], [-3.6469, -0.6607, -0.2186], [-2.5276, -1.5048, -0.1859], [-2.2068, -1.7543, -1.1870], [-1.5428, -1.3239, 0.6407], [-1.2762, 0.1411, 0.5861], [-0.0936, 0.6036, 0.4130], [0.2723, 2.0632, -0.0552], [1.6413, 2.2009, -0.3518], [2.3858, 3.1149, -0.4979], [2.1889, 1.1269, -0.2535], [1.1722, 0.0287, -0.0626], [1.2296, -1.2094, -1.2735], [2.5793, -1.6187, -1.3334], [2.9775, -2.4643, -0.2369], [3.0292, -1.5007, 1.1801], [1.7950, -0.9477, 1.3645], [0.9904, -1.5786, 1.7180], [1.9700, 0.0664, 2.0399], [3.8117, -0.6598, 0.9296], [3.3744, -1.9920, 1.8691], [3.8319, -2.8388, -0.1208], [2.2508, -3.1115, 0.1868], [3.2376, -0.8944, -1.4352], [2.4867, -2.2265, -2.4554], [0.5227, -1.7616, -1.0120], [0.9497, -0.6327, -2.0488], [-0.3106, 3.0576, 0.1136], [-2.4083, 1.1282, 0.7550], [-2.1556, 1.7782, 1.5858], [-3.6485, 0.5191, 0.7087], [-4.5134, 1.0884, 0.5035], [-3.7279, 0.0063, 1.7745], [-2.3642, 1.6679, -0.2737], [-1.9309, -1.3164, 1.8386], [-0.6653, -1.5898, 0.6889], [-3.0379, -2.5637, 0.0024], [-3.2385, 0.3658, -1.7604], [-4.3570, -0.9956, -2.1596], [-5.0530, 0.6147, -1.4288]], "forces_ev_per_angstrom": [[-5.5, 0.1, -1.0], [-2.2, 2.5, 2.8], [-7.7, -7.6, -6.5], [0.5, 0.7, -0.9], [-3.2, 8.3, 10.7], [-1.8, 0.2, 1.1], [3.8, 7.9, -4.9], [-5.0, -0.4, 2.5], [-2.9, 4.8, 1.0], [0.7, 3.9, -1.0], [2.2, -12.3, 0.3], [2.8, -5.1, 2.4], [3.4, 9.1, 2.8], [-1.3, -6.3, -4.4], [-5.3, 3.6, 4.6], [2.2, 4.1, -11.5], [-4.2, 8.0, 0.5], [-0.1, -0.1, 0.2], [-1.1, -2.7, -0.8], [-1.3, -1.4, 0.5], [3.6, -5.6, 7.5], [7.1, -3.4, -0.4], [-0.9, -1.3, -0.6], [2.9, 3.7, -0.9], [1.2, 1.1, 2.8], [-5.6, -5.6, 2.1], [-1.0, 1.6, -3.2], [0.7, -2.3, -0.3], [5.1, 2.6, -3.9], [-0.2, 0.3, 0.0], [-2.2, -6.6, 4.0], [-0.6, 0.8, 0.1], [-0.8, 1.0, -1.6], [0.6, 0.2, 1.8], [0.8, -1.0, -2.8], [8.3, -4.7, -0.4], [1.3, 1.2, 0.1], [2.5, 2.2, -2.7], [0.6, 0.6, 0.3], [3.0, -2.5, 0.1]], "e_tot_ev": -21936.809, "smiles": "CN1CCN(C2=CC(=O)OC23CCCCC3)CC1", "fmax_ev_per_a": 13.9, "homo_energy_ev": -7.65, "relative_energy_kj_mol": 1562.94}

***

3.
{"formula": "C17H22N4O5S", "method": "ωB97M-V/def2-TZVPD", "species": ["C", "H", "O", "C", "C", "N", "S", "O", "O", "C", "C", "C", "C", "C", "C", "H", "H", "N", "C", "O", "C", "N", "C", "C", "N", "C", "H", "H", "H", "H", "H", "H", "C", "H", "C", "O", "C", "H", "H", "H", "H", "H", "H", "H", "H", "H", "H", "H", "H"], "positions_angstrom": [[-3.4402, -2.4884, 5.0388], [-3.9548, -1.6404, 4.5731], [-2.0487, -2.2956, 5.1008], [-1.3889, -2.4076, 3.8619], [-1.6300, -1.2028, 2.9358], [-0.8570, -1.2371, 1.7159], [0.8049, -1.1001, 1.8435], [1.0971, -0.4904, 3.1046], [1.4623, -2.3342, 1.5094], [1.1190, 0.0844, 0.5407], [1.6631, -0.3116, -0.6661], [1.8715, 0.6180, -1.6691], [1.5345, 1.9543, -1.4514], [0.9919, 2.3425, -0.2225], [0.7829, 1.4064, 0.7691], [0.3762, 1.6805, 1.7288], [0.7403, 3.3796, -0.0552], [1.7229, 2.9373, -2.4141], [2.1938, 2.8246, -3.6846], [2.5403, 1.8031, -4.2381], [2.2404, 4.1580, -4.3673], [1.8290, 5.2254, -3.6822], [1.8773, 6.3953, -4.2947], [2.3380, 6.5084, -5.6029], [2.7464, 5.4520, -6.2875], [2.7006, 4.2798, -5.6780], [3.0338, 3.4139, -6.2316], [2.3811, 7.4596, -6.1141], [1.5398, 7.2500, -3.7251], [1.4803, 3.8894, -2.1521], [2.2947, 0.3237, -2.6152], [1.9311, -1.3478, -0.8000], [-1.3310, -1.9674, 0.5675], [-0.7484, -1.6055, -0.2833], [-1.2053, -3.4945, 0.6271], [-2.3234, -4.0375, 1.2972], [-2.2597, -5.4368, 1.4105], [-2.2322, -5.9121, 0.4224], [-3.1589, -5.7497, 1.9380], [-1.3732, -5.7507, 1.9748], [-0.2719, -3.7659, 1.1359], [-1.1705, -3.8909, -0.3998], [-2.3835, -1.7155, 0.4084], [-2.6846, -1.1376, 2.6578], [-1.3385, -0.2974, 3.4735], [-0.3223, -2.4538, 4.0947], [-1.6996, -3.3281, 3.3536], [-3.7815, -2.5865, 6.0682], [-3.6892, -3.4001, 4.4827]], "forces_ev_per_angstrom": [[0.0, 0.0, 0.0], [0.0, 0.0, 0.0], [0.1, 0.2, 0.1], [0.0, 0.0, -0.2], [0.0, 0.0, 0.8], [1.0, 0.0, 0.3], [-0.3, 0.3, -0.5], [-0.2, 0.2, 0.1], [-0.1, 0.1, -0.3], [0.0, -0.5, 0.3], [0.0, 0.0, 0.2], [0.0, 0.1, -0.1], [0.0, -0.5, 0.2], [0.0, -0.1, 0.0], [0.0, 0.1, 0.0], [-0.1, 0.2, 0.1], [0.0, 0.1, 0.0], [-0.1, 0.4, 0.1], [-0.1, 0.0, 0.3], [0.1, 0.0, -0.1], [0.1, 0.5, -0.4], [0.1, -0.3, 0.0], [0.0, 0.1, -0.1], [-0.1, 0.0, 0.2], [0.1, 0.1, -0.3], [-0.1, -0.3, 0.3], [0.0, -0.1, 0.0], [0.0, 0.1, 0.1], [0.0, 0.1, -0.1], [0.1, -0.2, -0.1], [0.0, 0.0, 0.0], [0.1, -0.1, -0.1], [0.1, -0.6, -0.3], [-0.2, -0.1, -0.2], [0.1, 0.1, -0.1], [-0.2, 0.3, 0.0], [0.0, 0.0, 0.0], [0.0, 0.0, 0.0], [0.0, -0.1, 0.0], [0.0, 0.0, 0.0], [-0.1, 0.0, -0.1], [0.0, 0.0, 0.1], [0.1, 0.1, -0.1], [0.1, 0.1, -0.1], [-0.2, -0.1, 0.1], [-0.1, -0.1, 0.0], [0.1, 0.1, 0.0], [-0.1, 0.0, -0.1], [0.0, 0.0, 0.0]], "e_tot_ev": -45017.895, "smiles": "COCCN(CCOC)S(=O)(=O)c1ccc(NC(=O)c2cnccn2)cc1", "fmax_ev_per_a": 1.1, "homo_energy_ev": -8.82, "relative_energy_kj_mol": 355.57}

***

4.
{"formula": "C23H29FN2O3", "method": "ωB97M-V/def2-TZVPD", "species": ["C", "O", "C", "C", "C", "C", "C", "C", "C", "O", "C", "H", "H", "H", "H", "H", "C", "N", "C", "C", "C", "C", "C", "H", "H", "H", "H", "H", "H", "H", "C", "N", "C", "O", "C", "C", "C", "C", "C", "C", "H", "H", "F", "H", "H", "H", "H", "H", "H", "H", "H", "H", "H", "H", "H", "H", "H", "H"], "positions_angstrom": [[-2.0186, -0.9279, 2.8927], [-1.1955, -0.1322, 2.0817], [-1.7306, 1.1542, 1.8379], [-0.8839, 1.8601, 0.8144], [0.4814, 1.6508, 0.7681], [1.2765, 2.2487, -0.2031], [0.6729, 3.0911, -1.1207], [-0.6902, 3.3376, -1.0757], [-1.4831, 2.7224, -0.1167], [-2.8352, 2.8861, -0.0087], [-3.4881, 3.7235, -0.9330], [-3.3619, 3.3676, -1.9609], [-4.5435, 3.6870, -0.6664], [-3.1337, 4.7564, -0.8601], [-1.1228, 4.0046, -1.8043], [1.2665, 3.5689, -1.8867], [2.7537, 1.9688, -0.2417], [3.0332, 0.5537, -0.0682], [2.4777, -0.2414, -1.1486], [2.5915, -1.7321, -0.8304], [4.0639, -2.0885, -0.6188], [4.7011, -1.1664, 0.4171], [4.4552, 0.2962, 0.0583], [4.8548, 0.9398, 0.8472], [4.9897, 0.5382, -0.8805], [4.2815, -1.3669, 1.4027], [5.7764, -1.3478, 0.4668], [4.1579, -3.1295, -0.3057], [4.5915, -1.9761, -1.5692], [2.2006, -2.3000, -1.6804], [1.7432, -2.1019, 0.3963], [0.3410, -1.8231, 0.1911], [-0.4838, -2.6970, -0.4169], [-0.1303, -3.7803, -0.8459], [-1.9014, -2.2183, -0.5034], [-2.2043, -0.8973, -0.8162], [-3.5211, -0.4794, -0.8797], [-4.5241, -1.3979, -0.6266], [-4.2514, -2.7222, -0.3355], [-2.9305, -3.1274, -0.2841], [-2.6798, -4.1549, -0.0693], [-5.0619, -3.4111, -0.1567], [-5.8112, -0.9865, -0.6696], [-3.7766, 0.5420, -1.1133], [-1.4139, -0.1914, -1.0226], [-0.0509, -1.0020, 0.6308], [1.8546, -3.1747, 0.5844], [2.0750, -1.5347, 1.2643], [1.4275, 0.0293, -1.2749], [2.9982, -0.0335, -2.1032], [3.1786, 2.3587, -1.1858], [3.2380, 2.5026, 0.5844], [0.9392, 0.9929, 1.4891], [-2.7617, 1.0721, 1.4694], [-1.7539, 1.7331, 2.7764], [-3.0028, -1.0775, 2.4322], [-1.5189, -1.8892, 2.9955], [-2.1558, -0.4774, 3.8829]], "forces_ev_per_angstrom": [[-0.1, -0.1, 0.1], [0.3, 0.3, -0.2], [-0.2, 0.1, 0.1], [-0.2, 0.0, 0.1], [-0.1, 0.2, -0.1], [0.0, 0.1, -0.1], [0.1, -0.1, 0.2], [-0.4, 0.1, 0.0], [0.2, -0.1, 0.0], [0.2, -0.2, 0.2], [-0.1, 0.1, -0.1], [0.0, 0.0, 0.0], [0.1, 0.0, -0.1], [0.0, 0.0, 0.0], [-0.1, 0.0, -0.1], [0.1, 0.0, -0.1], [0.1, 0.0, 0.1], [0.0, 0.1, -0.1], [-0.2, -0.3, -0.1], [0.0, 0.0, 0.0], [-0.1, 0.0, 0.1], [0.1, 0.1, -0.2], [0.1, -0.1, 0.3], [0.0, 0.0, -0.1], [0.0, 0.0, 0.0], [0.0, 0.0, 0.1], [0.0, 0.0, 0.1], [0.0, -0.1, -0.1], [0.0, -0.1, 0.0], [0.0, 0.0, 0.0], [0.2, -0.2, -0.4], [0.2, 0.2, 0.2], [-0.2, 0.2, 0.1], [0.1, -0.3, -0.1], [-0.1, -0.1, -0.1], [0.0, -0.2, 0.1], [-0.3, 0.0, 0.0], [0.1, 0.0, 0.0], [-0.2, 0.2, 0.0], [0.2, 0.1, 0.0], [0.0, -0.1, 0.0], [-0.1, 0.0, 0.0], [0.1, -0.1, 0.0], [0.0, 0.1, 0.0], [0.1, 0.1, 0.0], [-0.1, -0.1, 0.1], [0.0, 0.1, 0.1], [0.0, -0.1, 0.0], [0.1, 0.0, -0.1], [0.0, 0.0, 0.0], [0.0, 0.0, 0.1], [0.1, 0.0, -0.1], [0.1, -0.1, 0.1], [0.1, 0.0, 0.1], [0.0, -0.1, -0.1], [0.0, 0.0, 0.0], [-0.1, 0.0, 0.0], [0.0, 0.0, 0.0]], "e_tot_ev": -36162.404, "smiles": "COCc1cc(CN2CCC[C@@H](CNC(=O)c3ccc(F)cc3)C2)ccc1OC", "fmax_ev_per_a": 0.5, "homo_energy_ev": -8.59, "relative_energy_kj_mol": 0.00}

***

5.
{"formula": "C4H10N3O", "method": "ωB97M-V/def2-TZVPD", "species": ["C", "C", "C", "C", "N", "N", "N", "O", "H", "H", "H", "H", "H", "H", "H", "H", "H", "H"], "positions_angstrom": [[-0.6667, -1.4739, 0.5695], [-1.6585, -0.0152, -0.7636], [-0.5165, 1.8185, 0.3911], [1.6841, -0.6900, 0.4925], [-1.6708, -1.2775, -0.1423], [0.2948, -0.4563, 0.6036], [-0.2788, 0.5590, -0.2559], [1.9194, -0.9374, -0.9151], [-0.4228, -2.5143, 0.7272], [-1.6842, -0.3097, -1.8616], [-2.4021, 0.7941, -0.5414], [-0.8350, 1.5281, 1.3771], [0.3565, 2.4318, 0.4571], [-1.4143, 2.5130, 0.0005], [1.7577, -1.5591, 1.2278], [2.3081, 0.2164, 0.8478], [0.3303, 0.5992, -1.0515], [2.8987, -1.2269, -1.1628]], "forces_ev_per_angstrom": [[0.9, -1.2, -1.6], [0.2, -0.5, -1.0], [-2.1, 2.6, 0.9], [1.3, 0.0, 0.2], [-2.2, 0.1, 0.5], [-1.6, 1.3, 0.5], [-0.6, -0.4, -1.5], [2.7, -1.0, 0.2], [0.4, 0.1, 1.3], [0.4, 1.2, 1.0], [0.4, -1.3, 0.0], [0.0, 0.2, 0.6], [0.6, 0.2, 0.0], [2.2, -2.0, 0.2], [0.8, 0.8, -1.2], [-1.0, -1.5, -0.4], [0.7, 0.3, -0.7], [-3.0, 1.0, 1.1]], "e_tot_ev": -10818.411, "smiles": "C[N@@H+]1CN=CN1CO", "fmax_ev_per_a": 3.5, "homo_energy_ev": -14.47, "relative_energy_kj_mol": 288.76, "total_charge": 1}

***

6.
{"formula": "C2H2N4O2", "method": "ωB97M-V/def2-TZVPD", "species": ["C", "C", "H", "H", "N", "N", "N", "N", "O", "O"], "positions_angstrom": [[1.2156, -0.4711, -0.0298], [-1.0101, 1.0493, 0.1152], [2.9366, 0.1975, -0.0421], [1.3113, -1.6328, 0.1139], [2.0601, 0.3875, -0.2348], [-0.2003, -0.2955, 0.2779], [-1.1218, -1.2133, 0.1421], [-2.2694, -0.8514, -0.2655], [-2.2425, 0.6137, -0.1150], [-0.6796, 2.2162, 0.0381]], "forces_ev_per_angstrom": [[-1.6, -4.8, 1.7], [1.7, 0.9, -1.2], [5.5, -1.7, 0.2], [0.5, 1.9, -0.3], [-5.7, 3.0, -0.4], [-1.6, 5.5, -0.5], [-1.2, -2.4, -2.7], [3.1, 1.1, 3.0], [-0.5, -0.6, -0.6], [-0.1, -2.9, 0.8]], "e_tot_ev": -12157.637, "smiles": "[H]/N=C/n1nnoc1=O", "fmax_ev_per_a": 6.4, "homo_energy_ev": -10.71, "relative_energy_kj_mol": 493.05}